{"formula": "C5H12N", "method": "wB97M-V/def2-TZVPD", "homo_lumo_gap_ev": [7.73, 7.09], "charge": 2, "homo_energy_ev": [-20.447, -20.444], "spin_multiplicity": 2, "total_energy_ev": -6844.5715, "relative_energy_ev": 5.092, "lumo_ev": [-12.72, -13.36], "s_squared": 0.76, "elements": ["C", "C", "C", "C", "C", "N", "H", "H", "H", "H", "H", "H", "H", "H", "H", "H", "H", "H"], "positions_angstrom": [[1.87948, 0.96914, 0.01154], [0.81466, 0.22388, -0.91344], [0.13516, -0.90290, -0.14801], [-1.27714, -0.96238, -0.62173], [-2.20263, -0.21635, 0.40526], [1.42671, 0.94294, 1.37767], [2.84336, 0.36980, -0.18272], [2.05646, 2.03970, -0.45005], [-0.01950, 0.96401, -0.99451], [1.29437, 0.02557, -1.89837], [0.61624, -1.84687, -0.05114], [-1.70650, -2.12034, -0.74964], [-1.82731, -0.55732, 1.35692], [-2.19585, 0.87814, 0.41816], [-3.39741, -0.62987, 0.26879], [-1.40805, -0.56416, -1.57478], [0.96188, 0.05960, 1.62364], [2.00606, 1.32742, 2.12240]]}

{"formula": "C10H10Cl2N5", "method": "wB97M-V/def2-TZVPD", "homo_lumo_gap_ev": 8.87, "charge": 1, "smiles": "C/C(Cl)=C(/Cl)N(c1cccnc1)c1nc[nH][nH+]1", "homo_energy_ev": -12.348, "spin_multiplicity": 1, "total_energy_ev": -43018.7518, "lumo_ev": -3.48, "elements": ["C", "C", "Cl", "C", "Cl", "N", "C", "C", "C", "C", "N", "C", "C", "N", "C", "N", "N", "H", "H", "H", "H", "H", "H", "H", "H", "H", "H"], "positions_angstrom": [[2.16649, -1.29758, 1.07805], [1.43171, -2.06383, -0.05897], [2.13694, -3.61429, -0.58369], [0.29003, -1.65314, -0.66927], [-0.50309, -2.65633, -1.94549], [-0.34646, -0.40310, -0.31896], [0.40087, 0.86425, -0.45068], [1.01120, 1.14244, -1.74830], [1.76491, 2.41051, -1.74060], [1.77206, 3.14649, -0.48922], [1.16227, 2.87603, 0.68516], [0.46254, 1.71866, 0.71627], [-1.59311, -0.41575, 0.15043], [-2.40536, 0.64398, 0.55291], [-3.60514, 0.16507, 1.00334], [-3.56768, -1.21561, 0.87067], [-2.38468, -1.53033, 0.35229], [3.09698, -1.86446, 1.32338], [1.51696, -1.09225, 1.96231], [2.51319, -0.29282, 0.69937], [0.94876, 0.46946, -2.62688], [2.32060, 2.75489, -2.64510], [2.38001, 4.08858, -0.50117], [-0.04592, 1.39540, 1.64987], [-4.46749, 0.74152, 1.39733], [-4.34162, -1.81516, 1.14909], [-2.11499, -2.50265, 0.18786]]}

{"formula": "C20H22F3NO4", "method": "wB97M-V/def2-TZVPD", "homo_lumo_gap_ev": 9.74, "smiles": "C#CCNC(=O)C1=C[C@H](c2ccc(C(F)(F)F)cc2)C[C@H](OCCCCO)O1", "homo_energy_ev": -9.229, "spin_multiplicity": 1, "total_energy_ev": -38928.2628, "relative_energy_ev": 0.000, "lumo_ev": 0.51, "elements": ["C", "C", "C", "N", "C", "O", "C", "C", "C", "C", "C", "C", "C", "C", "F", "F", "F", "C", "C", "C", "C", "O", "C", "C", "C", "C", "O", "O", "H", "H", "H", "H", "H", "H", "H", "H", "H", "H", "H", "H", "H", "H", "H", "H", "H", "H", "H", "H", "H", "H"], "positions_angstrom": [[7.14494, 0.52655, 0.43564], [6.10279, 0.49831, 1.02312], [4.81458, 0.44933, 1.68912], [3.73015, 0.61705, 0.74808], [2.80821, 1.58872, 0.86014], [2.79515, 2.42266, 1.74680], [1.74808, 1.53714, -0.19541], [0.64707, 2.28122, -0.10450], [-0.45796, 2.22340, -1.11233], [-1.68612, 1.51372, -0.58149], [-1.66188, 0.78731, 0.60190], [-2.78888, 0.12113, 1.04327], [-3.95898, 0.17882, 0.29823], [-5.17877, -0.53775, 0.79607], [-5.81745, 0.15195, 1.76457], [-6.09130, -0.76169, -0.16154], [-4.89083, -1.73785, 1.33162], [-4.00502, 0.91718, -0.87609], [-2.87116, 1.57855, -1.30614], [0.06598, 1.53810, -2.38614], [0.90111, 0.31154, -2.01690], [0.04886, -0.61259, -1.39802], [0.67131, -1.67666, -0.69484], [1.45301, -2.64283, -1.58807], [2.10283, -3.77268, -0.78703], [3.34738, -3.33638, -0.00752], [3.08572, -2.45101, 1.05769], [2.00485, 0.64993, -1.21550], [8.07062, 0.55962, -0.05694], [4.73550, 1.26442, 2.41638], [4.70915, -0.51496, 2.20250], [3.64197, -0.05996, 0.00652], [0.54716, 2.94088, 0.74208], [-0.75515, 3.24677, -1.37192], [-0.75291, 0.73628, 1.18055], [-2.76428, -0.44880, 1.95980], [-4.91936, 0.96751, -1.44730], [-2.91053, 2.15453, -2.21915], [0.70759, 2.22608, -2.93881], [-0.75494, 1.21598, -3.02396], [1.35411, -0.12538, -2.92489], [-0.16507, -2.19504, -0.21872], [1.33002, -1.27538, 0.08335], [0.76895, -3.06282, -2.32838], [2.23315, -2.09550, -2.12073], [2.41047, -4.56100, -1.47612], [1.37143, -4.19996, -0.09570], [4.03411, -2.80009, -0.66744], [3.86514, -4.23020, 0.36956], [2.49769, -2.88681, 1.68474]]}

{"formula": "C25H16BMnN5O5", "method": "wB97M-V/def2-TZVPD", "homo_lumo_gap_ev": [6.18, 7.29], "homo_energy_ev": [-8.605, -8.744], "spin_multiplicity": 4, "total_energy_ev": -75869.1097, "lumo_ev": [-2.42, -1.45], "s_squared": 4.03, "elements": ["Mn", "C", "O", "C", "C", "C", "C", "C", "C", "N", "N", "C", "O", "C", "C", "C", "C", "C", "C", "C", "O", "H", "H", "H", "H", "H", "H", "H", "H", "H", "H", "H", "H", "N", "C", "C", "C", "N", "C", "N", "O", "B", "O", "C", "C", "C", "C", "C", "C", "H", "H", "H", "H"], "positions_angstrom": [[-0.65837, 0.13548, 0.69212], [-2.68661, 1.79328, -2.74964], [-3.93324, 1.15096, -2.48095], [-4.04113, 0.03016, -1.73249], [-5.21411, -0.67698, -1.90612], [-5.48973, -1.85057, -1.20134], [-4.56977, -2.32670, -0.30847], [-3.36602, -1.62748, -0.09659], [-2.46597, -2.14818, 0.87493], [-1.36458, -1.59136, 1.25945], [-0.59841, -2.27458, 2.18701], [0.48533, -1.60128, 2.41074], [0.74481, -0.47333, 1.76466], [1.47091, -2.08195, 3.39236], [1.16397, -3.14901, 4.23437], [2.10039, -3.59597, 5.14981], [3.34567, -2.98341, 5.22764], [3.65118, -1.92030, 4.39034], [2.71534, -1.46540, 3.47455], [-3.08030, -0.43771, -0.80194], [-1.95503, 0.23359, -0.62354], [-2.91296, 2.53750, -3.50737], [-1.95168, 1.08574, -3.13451], [-2.29655, 2.29485, -1.86962], [-5.92179, -0.28389, -2.62456], [-6.42013, -2.37442, -1.36949], [-4.75219, -3.23494, 0.25232], [-2.71590, -3.09183, 1.35417], [0.19157, -3.61587, 4.16085], [1.86052, -4.42249, 5.80567], [4.07709, -3.33480, 5.94389], [4.61990, -1.44217, 4.45130], [2.93923, -0.63346, 2.82115], [-0.70861, 2.04639, 1.16917], [-0.50871, 3.05593, 0.59219], [-0.33080, 4.23357, -0.05195], [-1.45256, 4.83944, -0.68985], [-2.36908, 5.30224, -1.21095], [0.97528, 4.78336, -0.18750], [2.03176, 5.22710, -0.29654], [1.28471, -0.33704, -1.66622], [0.88496, 0.59101, -0.73889], [1.59563, 1.75683, -0.81127], [2.49311, 1.55891, -1.84683], [3.44115, 2.42562, -2.33420], [4.21141, 1.95126, -3.39346], [4.02411, 0.67460, -3.91836], [3.05796, -0.19045, -3.40971], [2.30537, 0.29044, -2.36550], [3.57221, 3.41329, -1.91259], [4.97266, 2.59149, -3.81799], [4.64388, 0.34593, -4.74172], [2.90414, -1.18340, -3.80853]]}

What did the third record say?
{"formula": "C20H22F3NO4", "method": "wB97M-V/def2-TZVPD", "homo_lumo_gap_ev": 9.74, "smiles": "C#CCNC(=O)C1=C[C@H](c2ccc(C(F)(F)F)cc2)C[C@H](OCCCCO)O1", "homo_energy_ev": -9.229, "spin_multiplicity": 1, "total_energy_ev": -38928.2628, "relative_energy_ev": 0.000, "lumo_ev": 0.51, "elements": ["C", "C", "C", "N", "C", "O", "C", "C", "C", "C", "C", "C", "C", "C", "F", "F", "F", "C", "C", "C", "C", "O", "C", "C", "C", "C", "O", "O", "H", "H", "H", "H", "H", "H", "H", "H", "H", "H", "H", "H", "H", "H", "H", "H", "H", "H", "H", "H", "H", "H"], "positions_angstrom": [[7.14494, 0.52655, 0.43564], [6.10279, 0.49831, 1.02312], [4.81458, 0.44933, 1.68912], [3.73015, 0.61705, 0.74808], [2.80821, 1.58872, 0.86014], [2.79515, 2.42266, 1.74680], [1.74808, 1.53714, -0.19541], [0.64707, 2.28122, -0.10450], [-0.45796, 2.22340, -1.11233], [-1.68612, 1.51372, -0.58149], [-1.66188, 0.78731, 0.60190], [-2.78888, 0.12113, 1.04327], [-3.95898, 0.17882, 0.29823], [-5.17877, -0.53775, 0.79607], [-5.81745, 0.15195, 1.76457], [-6.09130, -0.76169, -0.16154], [-4.89083, -1.73785, 1.33162], [-4.00502, 0.91718, -0.87609], [-2.87116, 1.57855, -1.30614], [0.06598, 1.53810, -2.38614], [0.90111, 0.31154, -2.01690], [0.04886, -0.61259, -1.39802], [0.67131, -1.67666, -0.69484], [1.45301, -2.64283, -1.58807], [2.10283, -3.77268, -0.78703], [3.34738, -3.33638, -0.00752], [3.08572, -2.45101, 1.05769], [2.00485, 0.64993, -1.21550], [8.07062, 0.55962, -0.05694], [4.73550, 1.26442, 2.41638], [4.70915, -0.51496, 2.20250], [3.64197, -0.05996, 0.00652], [0.54716, 2.94088, 0.74208], [-0.75515, 3.24677, -1.37192], [-0.75291, 0.73628, 1.18055], [-2.76428, -0.44880, 1.95980], [-4.91936, 0.96751, -1.44730], [-2.91053, 2.15453, -2.21915], [0.70759, 2.22608, -2.93881], [-0.75494, 1.21598, -3.02396], [1.35411, -0.12538, -2.92489], [-0.16507, -2.19504, -0.21872], [1.33002, -1.27538, 0.08335], [0.76895, -3.06282, -2.32838], [2.23315, -2.09550, -2.12073], [2.41047, -4.56100, -1.47612], [1.37143, -4.19996, -0.09570], [4.03411, -2.80009, -0.66744], [3.86514, -4.23020, 0.36956], [2.49769, -2.88681, 1.68474]]}